[1]
An isolated ion of composition C4H7ClN3 and charge +1 at a distorted geometry. Source: the OMol25 dataset; level of theory: ωB97M-V/def2-TZVPD.

Values from the calculation:
Total energy = -21243.186 eV
Highest occupied orbital energy = -14.64 eV
Multiplicity = 1
Structure (SMILES) = [H]/N=C1/CC=C[N@H+](Cl)N1
Total charge = +1

Each line ends with the Mulliken charge.
CARTESIAN COORDINATES (ANGSTROEM)
H  -1.976418  -0.565422  1.034045  0.381
C  0.838808  -1.220981  -0.429979  -0.133
H  2.210944  0.075147  -1.007397  0.383
N  0.538162  1.053738  -0.502882  -0.236
H  -2.132070  -0.571735  -0.725563  0.279
N  1.387106  0.072903  -0.365371  -0.009
H  -0.668093  2.743411  0.713826  0.237
C  -0.733498  0.941065  0.218793  0.140
H  0.906374  2.056157  -0.574408  0.347
Cl  2.143076  0.010023  1.492439  -0.002
C  -1.373625  -0.442825  0.139086  -0.214
N  -1.258522  1.889855  0.781074  -0.455
H  -0.863279  -2.420832  -0.079780  0.383
H  1.424574  -2.191576  -0.503018  0.348
C  -0.443540  -1.428929  -0.190865  -0.449

Forces on atoms 1 to 2 (eV/Å):
H 0.1256 -0.3922 0.1862
C -0.8850 -3.9606 -0.2604

---

[2]
An isolated ion of composition C4H7ClN3 and charge +1 at a distorted geometry. Source: the OMol25 dataset; level of theory: ωB97M-V/def2-TZVPD.

Values from the calculation:
Total energy = -21243.864 eV
Highest occupied orbital energy = -13.11 eV
Multiplicity = 1
Structure (SMILES) = [NH3+]/N=C/N=C\C=C\Cl
Total charge = +1

Each line ends with the Mulliken charge.
CARTESIAN COORDINATES (ANGSTROEM)
Cl  3.596843  1.034516  0.133096  -0.077
N  -1.312814  0.668387  -0.548980  -0.517
H  -1.299402  -0.253978  1.173400  0.359
H  0.778921  -2.941864  -0.413535  0.470
H  -2.695870  1.367108  0.846030  0.344
C  2.105817  -1.194271  0.026404  -0.411
H  1.272779  0.700047  -0.455170  0.252
N  -0.231050  -1.318176  -0.251091  -0.240
C  0.896682  -1.908617  -0.270498  0.076
C  -0.972098  -0.357159  0.193657  -0.124
C  2.241527  0.178799  -0.125778  -0.002
H  -3.144824  1.713474  -0.704683  0.405
H  2.953285  -1.833992  0.225352  0.331
H  -1.917111  2.584165  0.198147  0.391
N  -2.272680  1.561558  -0.026352  -0.256

Forces on atoms 1 to 2 (eV/Å):
Cl 1.4399 0.9673 0.2599
N 0.4329 0.0029 -1.6698

---

[3]
A 2-piece molecular cluster, C4H7ClN3 overall at a distorted geometry. Source: the OMol25 dataset; level of theory: ωB97M-V/def2-TZVPD.

Values from the calculation:
Total energy = -21243.146 eV
Highest occupied orbital energy (alpha / beta) = -12.65 / -12.65 eV
Multiplicity = 1
Total charge = +1

Each line ends with the Mulliken charge.
CARTESIAN COORDINATES (ANGSTROEM)
H  -1.203016  -0.172397  -2.101548  0.274
N  3.029984  -1.452566  -0.758361  -0.288
Cl  2.892291  0.927353  0.467240  -0.112
H  2.627773  -2.333682  -0.748363  0.235
C  -1.035558  1.011999  0.921226  -0.175
H  -1.055915  2.308462  -0.873866  0.301
H  0.065985  -0.716065  1.600897  0.631
H  3.988926  -1.429183  -0.853008  0.212
C  -1.466890  1.280166  -0.439210  -0.382
C  -0.470147  -0.233443  0.927946  -0.485
N  -0.393878  -0.763716  -0.365476  -0.248
N  -1.023664  0.073311  -1.105339  0.209
C  2.175307  -0.480469  -0.287245  0.101
H  -1.208192  1.525083  1.837266  0.407
H  -2.585281  1.605494  -0.495936  0.319

Forces on atoms 1 to 2 (eV/Å):
H 0.3433 0.3590 1.0894
N -3.4316 4.0986 1.7395

---

[4]
An isolated ion of composition C4H7ClNO2 and charge +1 at a distorted geometry. Source: the OMol25 dataset; level of theory: ωB97M-V/def2-TZVPD.

Values from the calculation:
Total energy = -22356.790 eV
Highest occupied orbital energy = -15.19 eV
Multiplicity = 1
Total charge = +1

Each line ends with the Mulliken charge.
CARTESIAN COORDINATES (ANGSTROEM)
H  2.030479  -0.593811  -0.260051  0.234
N  -0.091142  -0.698073  -0.597721  0.043
H  1.170573  -2.161003  -0.242442  0.384
C  0.667784  1.518965  0.398590  -0.498
H  0.418791  1.719348  1.400202  0.324
O  -0.296241  0.731863  -0.318870  0.021
C  -1.682607  0.382025  0.374924  0.174
H  1.629777  0.808538  0.475863  0.200
H  1.488399  -1.368834  -1.886678  0.255
O  -1.702726  -2.165566  0.261694  -0.404
C  -1.224946  -1.127144  0.055731  0.335
Cl  -3.106323  1.030806  -0.336293  -0.019
H  -1.490438  0.667441  1.464751  0.292
C  1.202947  -1.274542  -0.756569  -0.636
H  0.985680  2.529982  -0.033135  0.295

Forces on atoms 1 to 2 (eV/Å):
H -1.6011 -1.6095 -0.9751
N 0.0960 0.0235 0.2346

---

[5]
C4H7ClNY as an isolated structure at a distorted geometry. Source: the OMol25 dataset; level of theory: ωB97M-V/def2-TZVPD.

Values from the calculation:
Total energy = -19295.391 eV
Highest occupied orbital energy = -15.61 eV
Multiplicity = 1
Total charge = +2

Each line ends with the Mulliken charge.
CARTESIAN COORDINATES (ANGSTROEM)
Cl  0.694380  -0.297581  3.381115  -0.038
Y  1.002289  0.181522  5.978176  2.028
H  -1.252223  2.032189  -1.429168  0.330
H  -1.746596  0.614498  -0.501480  0.337
C  0.162235  0.390940  -1.414067  -0.442
C  0.652171  -0.733135  -0.479515  -0.052
H  -0.510435  1.736348  0.150106  0.248
C  -0.900346  1.258349  -0.750062  -1.048
H  1.053877  0.951668  -1.702927  0.306
H  -0.207686  -0.061597  -2.333462  0.333
H  0.863584  -0.358872  0.523074  -0.171
N  -1.050794  -2.697010  -0.196074  -0.398
C  -0.311000  -1.828535  -0.323545  0.267
H  1.550550  -1.188788  -0.902171  0.301

Forces on atoms 1 to 2 (eV/Å):
Cl 0.4904 0.7877 4.3373
Y -0.5468 -0.8421 -4.3307

---

[6]
A 2-piece molecular cluster, C4H7ClO overall at a distorted geometry. Source: the OMol25 dataset; level of theory: ωB97M-V/def2-TZVPD.

Values from the calculation:
Total energy = -18829.708 eV
Highest occupied orbital energy = -9.71 eV
Multiplicity = 1
Structure (SMILES) = C=CCl.CC=O

Each line ends with the Mulliken charge.
CARTESIAN COORDINATES (ANGSTROEM)
Cl  -1.259461  1.573721  0.441677  -0.185
H  -3.630522  -1.178054  -0.748425  0.255
H  2.585275  -0.568139  0.499946  0.334
C  1.887537  1.037971  -0.645919  0.155
O  2.620687  1.938396  -0.385050  -0.469
H  -1.625441  -0.647399  0.958477  0.416
C  -2.076848  0.005466  0.300797  -0.120
H  1.246152  0.197416  1.128081  0.292
H  0.930932  -0.774416  -0.194012  0.289
H  -3.431803  0.709891  -1.089183  0.195
C  1.624238  -0.135092  0.235172  -0.907
H  1.308532  1.058076  -1.634935  0.303
C  -3.122746  -0.200296  -0.480801  -0.557

Forces on atoms 1 to 2 (eV/Å):
Cl -0.6313 -0.4656 -0.1878
H 0.8528 1.2997 0.9189

---

Which value of multiplicity does entry 1 give?
1

---

Repeat the sixth record exactly.
A 2-piece molecular cluster, C4H7ClO overall at a distorted geometry. Source: the OMol25 dataset; level of theory: ωB97M-V/def2-TZVPD.

Values from the calculation:
Total energy = -18829.708 eV
Highest occupied orbital energy = -9.71 eV
Multiplicity = 1
Structure (SMILES) = C=CCl.CC=O

Each line ends with the Mulliken charge.
CARTESIAN COORDINATES (ANGSTROEM)
Cl  -1.259461  1.573721  0.441677  -0.185
H  -3.630522  -1.178054  -0.748425  0.255
H  2.585275  -0.568139  0.499946  0.334
C  1.887537  1.037971  -0.645919  0.155
O  2.620687  1.938396  -0.385050  -0.469
H  -1.625441  -0.647399  0.958477  0.416
C  -2.076848  0.005466  0.300797  -0.120
H  1.246152  0.197416  1.128081  0.292
H  0.930932  -0.774416  -0.194012  0.289
H  -3.431803  0.709891  -1.089183  0.195
C  1.624238  -0.135092  0.235172  -0.907
H  1.308532  1.058076  -1.634935  0.303
C  -3.122746  -0.200296  -0.480801  -0.557

Forces on atoms 1 to 2 (eV/Å):
Cl -0.6313 -0.4656 -0.1878
H 0.8528 1.2997 0.9189